Entry from the OMol25 dataset: a cluster of 4 separate species, C23H38N2O3S in total at a distorted geometry (ωB97M-V/def2-TZVPD).

Properties
E = -1631.96988 Ha
Frontier orbital gap = 7.28 eV
Charge = 0
SMILES = Cc1c(N)ccc2c1Sc1ccccc1N2C.CC(C)O.CC(C)O.CC(C)O

Last column: natural (NBO) charge in e.
Positions of all 67 atoms, in Å:
1 C -5.467 4.608 2.800  -0.69
2 C -3.845 4.533 2.559  -0.02
3 C -2.998 5.935 2.876  0.14
4 N -3.657 7.208 3.404  -0.87
5 C -1.358 5.840 2.567  -0.23
6 C -0.623 4.441 2.025  -0.25
7 C -1.490 3.038 1.744  0.16
8 C -3.097 3.134 2.028  -0.20
9 S -4.179 1.620 1.770  0.28
10 C -3.086 0.452 0.788  -0.20
11 C -3.785 -0.853 0.064  -0.23
12 C -2.907 -1.950 -0.784  -0.23
13 C -1.266 -1.713 -0.908  -0.24
14 C -0.599 -0.389 -0.182  -0.24
15 C -1.481 0.737 0.687  0.16
16 N -0.687 1.850 1.306  -0.52
17 C 0.335 1.390 2.316  -0.43
18 H -5.985 4.038 1.890  0.24
19 H -5.832 4.186 3.833  0.24
20 H -5.791 5.751 2.704  0.23
21 H -4.459 6.986 4.036  0.38
22 H -3.933 7.855 2.632  0.39
23 H -0.743 6.838 2.781  0.24
24 H 0.552 4.464 1.854  0.24
25 H -4.943 -1.044 0.170  0.24
26 H -3.341 -2.896 -1.322  0.24
27 H -0.599 -2.496 -1.484  0.26
28 H 0.569 -0.264 -0.262  0.23
29 H 1.313 1.105 1.690  0.20
30 H -0.050 0.356 2.762  0.22
31 H 0.592 2.186 3.146  0.24
32 C 0.209 -4.077 -4.820  -0.63
33 C 1.558 -3.922 -4.137  0.09
34 C 2.600 -4.844 -4.751  -0.63
35 O 1.423 -4.219 -2.750  -0.73
36 H -0.169 -5.100 -4.712  0.20
37 H -0.534 -3.417 -4.360  0.22
38 H 0.276 -3.840 -5.886  0.21
39 H 1.894 -2.882 -4.218  0.18
40 H 2.307 -5.894 -4.641  0.20
41 H 3.562 -4.730 -4.242  0.22
42 H 2.739 -4.629 -5.815  0.21
43 H 1.125 -5.141 -2.668  0.47
44 C 2.407 5.049 -1.147  -0.63
45 C 3.757 5.205 -0.465  0.09
46 C 4.798 4.282 -1.079  -0.63
47 O 3.621 4.907 0.923  -0.72
48 H 2.029 4.026 -1.040  0.20
49 H 1.665 5.709 -0.687  0.22
50 H 2.474 5.286 -2.214  0.21
51 H 4.092 6.244 -0.546  0.18
52 H 4.505 3.232 -0.969  0.20
53 H 5.761 4.396 -0.569  0.22
54 H 4.937 4.497 -2.143  0.21
55 H 3.324 3.986 1.004  0.46
56 C 2.078 -6.050 0.659  -0.63
57 C 0.621 -6.459 0.801  0.09
58 C 0.406 -7.326 2.032  -0.63
59 O 0.217 -7.180 -0.360  -0.73
60 H 2.723 -6.929 0.546  0.19
61 H 2.220 -5.437 -0.237  0.23
62 H 2.415 -5.479 1.530  0.21
63 H -0.008 -5.565 0.867  0.18
64 H 0.991 -8.250 1.968  0.20
65 H -0.645 -7.623 2.115  0.22
66 H 0.693 -6.793 2.945  0.21
67 H 0.770 -7.976 -0.426  0.46



Entry from the OMol25 dataset: a structure of composition C23H38N4OPS4Y (ωB97M-V/def2-TZVPD).

Properties
E = -3166.05293 Ha
Energy above the lowest of the compared OMol25 structures with the same formula, charge and spin = 6.39 kcal per mole
Frontier orbital gap = 6.74 eV
Charge = 0

Last column: Mulliken charge in e.
Positions of all 72 atoms, in Å:
1 Y -0.145 -0.337 -0.241  0.56
2 S 3.124 2.914 -0.634  -0.26
3 C 1.917 1.818 -0.521  0.22
4 S 1.772 0.535 -1.763  -0.43
5 S 0.894 1.771 0.942  -0.46
6 C -4.582 1.426 -0.909  -1.12
7 S -3.240 0.831 0.089  0.82
8 O -2.110 0.646 -0.933  -0.46
9 C -2.834 2.276 1.009  0.37
10 C -2.226 3.362 0.389  -0.35
11 C -1.864 4.447 1.164  -0.75
12 C -2.104 4.436 2.533  -0.36
13 C -2.695 3.340 3.142  -0.63
14 C -3.055 2.238 2.377  -0.40
15 H -4.230 2.271 -1.499  0.46
16 H -5.388 1.725 -0.241  0.43
17 H -4.899 0.606 -1.549  0.30
18 H -1.989 3.331 -0.666  0.33
19 H -1.359 5.288 0.710  0.39
20 H -1.802 5.282 3.133  0.40
21 H -2.854 3.330 4.211  0.39
22 H -3.489 1.361 2.840  0.41
23 N -0.449 -2.332 0.350  -1.33
24 P -1.171 -3.237 -0.665  0.49
25 N -0.864 -2.985 -2.304  0.83
26 C -1.370 -1.770 -2.963  -0.18
27 C -1.362 -1.959 -4.475  -0.94
28 C 0.034 -2.299 -4.975  -0.76
29 C 0.574 -3.510 -4.228  -0.88
30 C 0.512 -3.281 -2.728  -0.37
31 N -0.801 -4.846 -0.472  0.66
32 C -1.067 -5.897 -1.442  -0.79
33 C -1.731 -7.094 -0.777  -0.76
34 C -0.893 -7.593 0.395  -0.81
35 C -0.573 -6.453 1.356  -0.58
36 C 0.061 -5.284 0.617  -1.07
37 N -2.855 -3.026 -0.638  0.84
38 C -3.426 -3.088 0.708  -0.84
39 C -4.863 -2.590 0.727  -0.33
40 C -5.737 -3.333 -0.271  -0.89
41 C -5.084 -3.297 -1.645  -0.91
42 C -3.662 -3.828 -1.570  -0.15
43 H -0.725 -0.886 -2.753  0.00
44 H -2.368 -1.541 -2.594  0.10
45 H -1.738 -1.051 -4.953  0.38
46 H -2.056 -2.770 -4.722  0.35
47 H 0.695 -1.443 -4.798  0.25
48 H 0.027 -2.473 -6.052  0.44
49 H 1.608 -3.715 -4.515  0.40
50 H -0.016 -4.397 -4.477  0.28
51 H 1.179 -2.447 -2.452  0.21
52 H 0.861 -4.156 -2.180  0.29
53 H -0.113 -6.220 -1.891  0.51
54 H -1.671 -5.502 -2.258  0.38
55 H -1.879 -7.887 -1.514  0.41
56 H -2.723 -6.795 -0.420  0.21
57 H 0.046 -8.006 0.010  0.30
58 H -1.400 -8.410 0.912  0.40
59 H 0.100 -6.792 2.147  0.39
60 H -1.490 -6.104 1.841  0.24
61 H 1.032 -5.594 0.199  0.40
62 H 0.249 -4.435 1.272  0.42
63 H -2.801 -2.485 1.370  0.55
64 H -3.388 -4.126 1.081  0.19
65 H -4.866 -1.523 0.488  -0.11
66 H -5.261 -2.687 1.740  0.45
67 H -6.745 -2.917 -0.297  0.43
68 H -5.838 -4.378 0.045  0.31
69 H -5.055 -2.266 -2.018  0.27
70 H -5.655 -3.881 -2.370  0.38
71 H -3.194 -3.816 -2.552  0.35
72 H -3.692 -4.877 -1.231  -0.25



Entry from the OMol25 dataset: a structure of composition C23H38N6O4PbSSi3 at a distorted geometry (ωB97M-V/def2-TZVPD).

Properties
E = -2987.50604 Ha
Energy above the lowest of the compared OMol25 structures with the same formula, charge and spin = 270.29 kcal per mole
Frontier orbital gap = 4.34 eV
Charge = +2

Last column: natural (NBO) charge in e.
Positions of all 76 atoms, in Å:
1 Pb -0.203 0.178 1.090  1.46
2 O 0.971 -5.784 0.624  -0.59
3 C 2.179 -5.718 0.220  0.89
4 O 3.072 -6.481 0.181  -0.45
5 C 2.574 -4.131 -0.288  -0.21
6 C 4.376 -2.520 1.005  0.03
7 N 4.513 -1.690 -0.172  -0.59
8 N 2.787 -1.327 -1.313  0.12
9 C 1.391 -3.310 -0.776  0.03
10 C 0.056 -2.979 -0.111  0.81
11 O -0.327 -3.824 0.696  -0.59
12 O -0.392 -1.846 -0.405  -0.76
13 H 0.401 -4.911 0.633  0.49
14 H 5.183 -2.633 1.714  0.27
15 H 5.344 -1.151 -0.359  0.43
16 C 0.295 2.684 2.716  -1.19
17 Si 1.003 3.161 1.021  1.76
18 C 2.506 4.245 1.311  -1.16
19 C -0.376 4.200 0.296  -1.16
20 C 1.433 1.588 -0.019  -2.13
21 Si 1.277 2.089 -1.861  1.74
22 C 2.215 1.080 -3.153  -1.12
23 C 2.002 3.798 -2.161  -1.13
24 C -0.519 1.985 -2.388  -1.13
25 Si 3.048 0.901 0.584  1.79
26 C 4.639 1.623 -0.073  -1.16
27 C 3.185 0.787 2.454  -1.16
28 C 3.232 -1.021 0.107  -0.13
29 C 2.923 -2.049 1.222  -0.28
30 C 3.260 -3.493 0.918  -0.24
31 C 3.005 -4.303 -1.640  0.22
32 C 1.926 -3.514 -2.254  -0.12
33 N 2.041 -2.266 -1.452  0.01
34 H 0.346 3.587 3.328  0.28
35 H 0.818 1.911 3.274  0.23
36 H -0.769 2.432 2.674  0.25
37 H 2.180 5.218 1.678  0.26
38 H 3.074 4.417 0.400  0.25
39 H 3.181 3.837 2.064  0.24
40 H -0.435 5.109 0.897  0.26
41 H -1.331 3.686 0.393  0.25
42 H -0.249 4.504 -0.739  0.25
43 H 3.232 0.822 -2.880  0.23
44 H 2.280 1.720 -4.034  0.26
45 H 1.696 0.172 -3.460  0.22
46 H 3.091 3.752 -2.097  0.24
47 H 1.669 4.589 -1.494  0.24
48 H 1.760 4.104 -3.179  0.26
49 H -0.909 0.980 -2.224  0.22
50 H -0.610 2.193 -3.454  0.26
51 H -1.157 2.684 -1.856  0.24
52 H 4.752 2.647 0.276  0.27
53 H 4.686 1.644 -1.161  0.26
54 H 5.502 1.069 0.300  0.24
55 H 3.183 1.785 2.885  0.27
56 H 4.124 0.319 2.750  0.25
57 H 2.378 0.235 2.937  0.23
58 H 2.397 -1.781 2.122  0.27
59 H 3.212 -4.088 1.825  0.28
60 H 3.804 -4.894 -2.062  0.28
61 H 1.455 -3.535 -3.222  0.30
62 C -4.506 4.669 0.310  -0.60
63 C -4.654 3.438 1.206  -0.46
64 C -3.944 2.257 0.636  0.11
65 N -2.741 1.918 0.926  -0.29
66 N -2.303 0.838 0.204  -0.53
67 C -3.206 0.342 -0.612  0.26
68 N -3.004 -0.718 -1.406  -0.78
69 S -4.678 1.232 -0.574  0.44
70 H -5.012 5.518 0.762  0.24
71 H -4.946 4.501 -0.672  0.21
72 H -3.456 4.927 0.177  0.21
73 H -5.708 3.194 1.343  0.24
74 H -4.228 3.624 2.193  0.25
75 H -2.197 -1.302 -1.232  0.43
76 H -3.777 -1.116 -1.912  0.42